Record 1
20
Properties=species:S:1:pos:R:3:lowdin_charge:R:1 method="wB97M-V/def2-TZVPD" spin_multiplicity=2 e_above_lowest_kcal_mol=14.4 total_charge=-1 s2=0.750
S -0.29 1.61 2.32 0.576
N 1.81 -1.10 -0.52 0.000
C 0.05 0.63 -0.38 -0.273
C -1.96 0.87 2.27 -0.633
C 0.78 1.20 0.84 -0.549
C 0.03 -1.16 -2.12 -0.172
C 0.38 -0.84 -0.66 -0.486
H -0.16 -1.50 0.01 0.100
H -2.24 0.76 3.33 -0.028
H 2.20 -1.90 -0.05 0.048
H 1.23 2.14 0.49 0.046
H -1.03 0.78 -0.21 0.079
H 0.41 1.20 -1.24 0.098
H 1.59 0.60 1.23 0.035
H -2.59 1.52 1.68 -0.029
H 2.44 -0.86 -1.26 0.052
H -0.18 -2.23 -2.28 0.050
H -1.01 -0.81 -2.31 0.055
H 0.54 -0.76 -3.01 0.063
H -2.01 -0.16 1.89 -0.033



Record 2
20
Properties=species:S:1:pos:R:3:lowdin_charge:R:1 method="wB97M-V/def2-TZVPD" e_above_lowest_kcal_mol=6.8 total_charge=0 smiles=CSCC[C@H](C)N
S 0.33 -2.32 1.09 0.778
N -0.50 1.98 -0.01 0.037
C 0.76 -0.65 0.54 -0.525
C 0.27 -0.21 -0.83 -0.251
C 1.09 -2.26 2.72 -0.428
C -1.20 1.21 -2.30 -0.077
C -0.83 0.85 -0.86 -0.477
H 0.03 -1.01 -1.52 0.106
H -1.59 0.34 -2.82 0.079
H 1.84 -0.56 0.60 0.074
H 0.34 0.08 1.23 0.062
H 1.38 -1.27 3.04 0.035
H -1.32 2.39 0.41 0.072
H -1.97 1.99 -2.26 0.072
H 0.02 2.69 -0.50 0.075
H -1.76 0.42 -0.48 0.137
H -0.35 1.63 -2.83 0.074
H 0.40 -2.61 3.47 0.021
H 1.96 -2.92 2.70 0.024
H 1.10 0.23 -1.39 0.112



Record 3
20
Properties=species:S:1:pos:R:3:lowdin_charge:R:1 method="wB97M-V/def2-TZVPD" e_above_lowest_kcal_mol=198.8 total_charge=0
S 1.05 -0.16 -3.19 0.144
N -1.31 0.30 2.33 -0.085
C 0.60 0.55 -0.17 -0.227
C 2.14 0.28 0.08 -0.102
C -0.26 -1.57 1.05 -0.086
C -0.55 -0.04 0.74 -0.301
C -2.68 0.81 2.24 -0.205
H -1.46 0.01 0.23 0.088
H 2.73 0.50 -0.83 0.050
H 0.53 0.10 -1.19 -0.092
H 2.26 -0.77 0.15 0.052
H -3.38 0.02 2.45 0.054
H -3.01 1.39 1.36 0.075
H -2.79 1.59 3.08 0.088
H -1.25 -2.04 1.29 0.083
H 0.41 -1.66 1.91 0.076
H 0.19 -2.13 0.25 0.059
H 0.32 1.61 -0.35 0.119
H -0.34 0.82 1.73 0.132
H 2.57 0.74 0.97 0.076



Record 4
20
Properties=species:S:1:pos:R:3:lowdin_charge:R:1 method="wB97M-V/def2-TZVPD" e_above_lowest_kcal_mol=61.5 total_charge=0 smiles=CN(C)CCCS
S 0.12 2.48 -2.31 0.698
N 0.62 -0.97 0.49 -0.275
C 0.18 0.17 -0.28 -0.316
C -1.14 0.08 -1.01 -0.232
C -0.25 -1.73 1.35 -0.130
C 1.85 -0.67 1.21 -0.102
C -1.26 1.53 -1.50 -0.581
H 0.22 1.22 0.21 0.115
H 2.11 -1.57 1.76 0.076
H -1.14 -0.59 -1.91 0.126
H -1.07 -2.41 0.85 0.114
H -1.94 1.65 -2.39 0.054
H 2.76 -0.57 0.58 0.102
H -1.60 2.12 -0.61 0.083
H 0.31 2.66 -1.02 -0.170
H 1.68 0.04 1.93 0.058
H -0.75 -1.00 2.16 0.128
H 0.29 -2.51 1.72 0.024
H -1.98 -0.22 -0.25 0.138
H 0.99 0.30 -0.99 0.089



Record 5
21
Properties=species:S:1:pos:R:3:lowdin_charge:R:1 method="wB97M-V/def2-TZVPD" e_above_lowest_kcal_mol=24.4 total_charge=0 smiles=CCN[C@H](C)CSS
S 3.02 0.64 -0.81 0.304
S 1.08 1.34 -0.95 0.463
N -1.63 -0.92 0.94 -0.078
C -0.46 -0.77 0.06 -0.464
C 0.43 -1.99 0.38 -0.063
C 0.25 0.56 0.40 -0.585
C -2.97 -0.93 0.30 -0.245
C -3.99 -0.19 1.17 -0.090
H -3.27 -1.97 0.21 0.102
H 1.40 -1.91 -0.11 0.056
H -4.42 0.69 0.72 0.063
H -0.54 1.23 0.74 0.071
H -4.75 -0.87 1.56 0.068
H -3.56 0.17 2.11 0.065
H 0.00 -2.88 -0.08 0.074
H -2.85 -0.40 -0.65 0.102
H 3.86 1.69 -0.81 -0.204
H -1.65 -0.28 1.72 0.082
H -0.73 -0.76 -0.99 0.117
H 0.86 0.44 1.30 0.085
H 0.41 -2.06 1.47 0.078



Record 6
20
Properties=species:S:1:pos:R:3:lowdin_charge:R:1 method="wB97M-V/def2-TZVPD" e_above_lowest_kcal_mol=95.8 total_charge=0
Si -1.07 0.21 0.22 0.629
N -2.42 -0.87 0.17 -0.081
C 0.59 -0.78 -0.17 -0.366
C 1.83 -0.22 -0.07 -0.175
C -1.33 1.88 -0.72 -0.197
C 2.01 1.23 0.24 -0.112
C 0.45 -2.24 -0.41 -0.150
H 2.99 1.33 0.88 0.123
H 2.60 -0.90 0.10 0.078
H 1.21 1.51 0.82 -0.013
H -0.86 1.91 -1.66 -0.001
H -0.13 -2.38 -1.34 0.079
H 0.11 -2.76 0.46 0.058
H -3.33 -0.59 0.33 -0.003
H -2.37 1.99 -0.97 0.002
H -2.14 -1.70 0.73 0.045
H -1.15 2.84 -0.17 0.048
H 2.22 1.76 -0.62 0.049
H 1.44 -2.68 -0.76 0.095
H -0.66 0.46 2.94 -0.106



Record 7
19
Properties=species:S:1:pos:R:3:lowdin_charge:R:1 method="wB97M-V/def2-TZVPD" e_above_lowest_kcal_mol=20.0 total_charge=+1
O -0.24 -0.42 -0.20 -0.227
C 1.02 1.52 -0.65 0.224
C -1.16 -1.87 1.53 -0.049
C -0.61 -0.49 1.17 -0.247
C 2.24 0.85 -0.98 -0.064
C -1.32 -0.41 -1.11 -0.068
H 2.20 0.29 -1.91 0.112
H -0.46 -2.64 1.23 0.092
H -1.30 -1.91 2.61 0.091
H -0.91 -0.29 -2.11 0.102
H 0.31 -0.31 1.73 0.125
H -1.85 -1.37 -1.07 0.102
H 0.34 1.84 -1.42 0.114
H 2.64 0.25 -0.16 0.115
H 0.86 1.91 0.34 0.117
H -1.35 0.29 1.40 0.130
H -2.13 -2.05 1.06 0.077
H 3.00 1.65 -1.13 0.146
H -2.04 0.39 -0.89 0.109



Record 8
22
Properties=species:S:1:pos:R:3:lowdin_charge:R:1 method="wB97M-V/def2-TZVPD" spin_multiplicity=4 total_charge=+1 s2=3.752
Pr -1.96 1.40 0.36 1.380
O 2.18 0.52 1.67 -0.148
O 0.05 0.26 -0.68 -0.356
O -2.63 -0.79 1.00 -0.487
C -1.92 -0.76 -1.68 -0.184
C 1.45 0.48 -0.69 -0.158
C 1.89 1.28 0.52 -0.189
C 1.06 -0.02 2.33 -0.082
C -0.42 -0.61 -1.73 -0.245
H 1.14 2.06 0.75 0.120
H -2.17 -0.89 -2.75 0.089
H 0.60 -0.85 1.77 0.098
H -2.29 -1.47 -0.49 0.198
H -2.95 -0.38 -1.62 0.060
H 2.83 1.80 0.26 0.147
H 0.29 0.76 2.51 0.079
H 1.71 1.03 -1.61 0.145
H -0.11 -0.15 -2.68 0.133
H 0.11 -1.56 -1.61 0.145
H -2.24 -1.26 1.74 -0.011
H 1.40 -0.40 3.30 0.112
H 1.97 -0.49 -0.69 0.154



Record 9
20
Properties=species:S:1:pos:R:3:lowdin_charge:R:1 method="wB97M-V/def2-TZVPD" e_above_lowest_kcal_mol=0.0 total_charge=-1
S -1.13 0.57 1.68 0.291
O 0.44 2.80 0.13 -0.175
C -1.70 -2.58 0.89 -0.165
C 0.04 -0.78 1.34 -0.725
C 1.74 1.79 -1.63 -0.108
C -0.49 -1.82 0.36 -0.385
C 0.37 2.23 -1.15 -0.387
H 0.31 -1.28 2.28 0.035
H -0.03 2.98 -1.85 0.096
H -0.01 2.16 0.76 -0.073
H -2.47 -1.87 1.18 0.028
H -0.78 -1.29 -0.55 0.080
H 2.44 2.63 -1.58 0.061
H 0.30 -2.54 0.09 0.086
H -2.08 -3.29 0.14 0.053
H -0.33 1.39 -1.14 0.079
H 0.98 -0.37 0.94 0.030
H 2.14 1.00 -1.00 0.058
H 1.70 1.44 -2.67 0.059
H -1.42 -3.17 1.77 0.061



Record 10
20
Properties=species:S:1:pos:R:3:lowdin_charge:R:1 method="wB97M-V/def2-TZVPD" e_above_lowest_kcal_mol=10.7 total_charge=-1
S 1.24 0.98 0.46 0.171
O 0.25 -3.40 0.39 -0.120
C -1.44 2.72 1.38 -0.167
C 1.25 -2.24 -1.44 -0.112
C -1.08 2.49 -0.09 -0.390
C -0.41 1.12 -0.29 -0.781
C 1.40 -2.59 0.01 -0.339
H -0.02 -3.12 1.27 0.068
H -2.25 2.05 1.66 0.058
H 1.12 -3.17 -2.02 0.065
H -1.81 3.75 1.52 0.050
H 2.13 -1.69 -1.79 0.068
H -0.57 2.56 2.01 0.027
H 2.29 -3.19 0.23 0.097
H -0.43 3.28 -0.46 0.079
H -2.01 2.51 -0.67 0.084
H -1.08 0.37 0.14 0.037
H 0.38 -1.61 -1.58 0.057
H -0.37 0.89 -1.36 0.026
H 1.43 -1.69 0.63 0.021



Record 11
19
Properties=species:S:1:pos:R:3:lowdin_charge:R:1 method="wB97M-V/def2-TZVPD" spin_multiplicity=2 e_above_lowest_kcal_mol=7.6 total_charge=-1 s2=0.750
C -1.77 1.59 0.20 -0.268
C 1.40 -1.63 -1.11 -0.245
C 1.96 0.46 0.19 -0.196
C -2.66 0.37 0.49 -0.423
C 1.25 -0.91 0.23 -0.378
H -2.32 -0.44 -0.17 0.010
H 1.16 -1.04 -1.99 0.040
H 2.41 -2.04 -1.27 0.047
H -1.78 2.28 1.04 0.036
H 1.39 1.26 0.68 0.040
H 0.73 -2.51 -1.16 0.035
H 0.18 -0.78 0.37 0.064
H 2.91 0.37 0.75 0.048
H 1.65 -1.58 0.99 0.068
H -2.53 0.02 1.51 0.011
H -0.72 1.35 0.06 0.010
H -2.16 2.06 -0.71 0.038
H -3.67 0.55 0.11 0.010
H 2.18 0.79 -0.82 0.051



Record 12
19
Properties=species:S:1:pos:R:3:lowdin_charge:R:1 method="wB97M-V/def2-TZVPD" e_above_lowest_kcal_mol=14.6 total_charge=0 smiles=CCC.CC
C -1.10 2.18 0.80 -0.120
C -0.16 1.88 -0.36 -0.305
C 1.68 -2.39 0.22 -0.156
C -0.62 0.67 -1.18 -0.138
C 0.19 -2.09 0.51 -0.171
H 1.77 -2.35 -0.86 0.059
H -0.81 3.08 1.35 0.066
H -1.45 0.13 -0.72 0.071
H -1.09 1.40 1.56 0.068
H -0.08 -1.05 0.34 0.011
H 0.89 1.79 -0.06 0.096
H -0.17 2.69 -1.09 0.093
H 1.90 -3.37 0.64 0.059
H 0.08 -0.18 -1.21 0.037
H 2.37 -1.69 0.69 0.060
H -0.04 -2.39 1.53 0.062
H -2.08 2.19 0.34 0.070
H -0.45 -2.71 -0.11 0.069
H -0.72 0.82 -2.25 0.070



DFT total energy in eV, matching the order above: -17718.9213 -17720.9567 -17712.6317 -17718.5843 -28555.5716 -14759.9056 -7433.8332 -25596.2055 -18279.6932 -18279.2303 -5410.1807 -5411.4186